{
  "formula": "CH4N4O",
  "method": "ωB97M-V/def2-TZVPD",
  "species": ["N", "N", "C", "N", "H", "H", "H", "O", "N", "H"],
  "coordinates": [[0.803, -0.249, 0.083], [-0.551, 1.589, -0.079], [-0.458, 0.282, -0.136], [1.700, 0.387, -0.387], [0.521, 1.892, 0.454], [0.700, -1.167, 0.728], [-2.532, -0.172, -0.114], [2.798, -0.132, -0.115], [-1.554, -0.601, -0.230], [-1.425, -1.828, -0.205]],
  "forces_ev_per_a": [[-8.420, -6.694, 3.795], [2.808, -1.098, 1.958], [-2.445, 2.860, 1.013], [8.116, 0.601, -1.357], [-4.326, -0.646, -2.535], [1.921, 2.365, -1.928], [2.414, -1.175, -0.208], [0.436, 1.155, -0.619], [0.051, -2.936, 0.128], [-0.556, 5.568, -0.247]],
  "lowdin_charge": [-0.054, 0.069, -0.583, -0.134, 0.153, 0.237, 0.121, -0.068, 0.044, 0.214],
  "total_charge": 0,
  "homo_energy_ev": -9.32,
  "smiles": "[H]/N=C(/N)NN=O"
}

{
  "formula": "CH4N4O2",
  "method": "ωB97M-V/def2-TZVPD",
  "species": ["O", "H", "H", "C", "H", "N", "O", "N", "H", "N", "N"],
  "coordinates": [[3.369, 0.409, 0.346], [-3.197, 0.856, 0.659], [1.551, -1.964, -0.653], [-2.486, 0.312, -0.016], [-0.896, 1.150, 0.862], [-0.123, -0.002, -0.536], [2.313, -1.530, -0.129], [2.296, -0.028, 0.074], [-2.857, -0.268, -0.825], [-1.178, 0.549, 0.052], [1.207, 0.516, 0.166]],
  "forces_ev_per_a": [[0.574, -0.040, 0.028], [1.267, -0.451, -0.793], [1.027, 1.989, 1.018], [1.016, 1.115, 0.149], [-0.256, -0.305, -0.765], [1.901, -0.803, 0.156], [-0.167, -0.397, -0.979], [-1.894, -3.173, -0.449], [-0.127, -0.552, -0.358], [0.905, 0.232, 2.599], [-4.247, 2.384, -0.607]],
  "lowdin_charge": [0.067, 0.087, 0.116, 0.020, 0.159, 0.002, -0.025, -0.396, 0.054, -0.159, 0.074],
  "total_charge": 0,
  "homo_energy_ev": -8.46
}

{
  "formula": "CH4N5",
  "method": "ωB97M-V/def2-TZVPD",
  "species": ["N", "H", "C", "N", "N", "N", "H", "H", "N", "H"],
  "coordinates": [[0.826, 0.856, -1.244], [-1.680, -0.398, 3.393], [0.485, -0.264, -1.689], [0.014, 0.859, 1.148], [0.243, -1.366, -2.012], [-0.486, 0.316, 1.987], [0.306, 0.991, -0.252], [1.702, 1.338, -1.429], [-0.993, -0.474, 2.661], [-0.418, -1.860, -2.564]],
  "forces_ev_per_a": [[-0.824, 0.454, 1.362], [0.002, 0.737, 0.068], [0.606, -1.040, -1.199], [0.868, 1.529, 0.032], [0.230, 0.789, 0.778], [-0.460, 0.630, -1.231], [1.068, 0.419, -1.140], [-0.200, -0.202, -0.318], [-0.879, -2.927, 2.228], [-0.410, -0.388, -0.581]],
  "lowdin_charge": [0.196, 0.133, -0.184, 0.195, 0.327, -0.222, 0.056, 0.165, 0.207, 0.128],
  "total_charge": 1,
  "homo_energy_ev": -14.94
}

{
  "formula": "CH4N5",
  "method": "ωB97M-V/def2-TZVPD",
  "species": ["H", "N", "H", "N", "H", "H", "N", "N", "C", "N"],
  "coordinates": [[-0.316, 0.292, 0.117], [-0.239, 1.282, 1.251], [1.608, -2.939, -0.044], [0.845, -2.313, -0.183], [-0.531, 2.122, 0.737], [-0.784, -0.011, -1.623], [0.876, 1.044, 3.241], [0.318, 1.301, 2.327], [0.209, -1.422, -0.624], [-0.289, -0.241, -0.746]],
  "forces_ev_per_a": [[-0.260, 1.137, 1.763], [-1.510, -2.889, -3.773], [0.284, -0.320, -0.058], [-2.309, 1.872, -1.280], [0.236, 1.245, 1.159], [0.296, -0.025, 0.881], [6.268, -4.613, 9.687], [-4.949, 7.337, -6.167], [2.525, -0.983, 1.643], [-0.581, -2.761, -3.854]],
  "lowdin_spin": [0.018, 0.650, 0.001, 0.016, 0.047, 0.000, 0.779, 0.446, 0.023, 0.020],
  "total_charge": 1,
  "homo_energy_ev": [-10.12, -16.14],
  "spin_multiplicity": 3
}

{
  "formula": "CH4N6O",
  "method": "ωB97M-V/def2-TZVPD",
  "species": ["C", "N", "N", "N", "H", "N", "H", "H", "N", "O", "H", "N"],
  "coordinates": [[-0.181, -0.066, 0.445], [0.154, -2.428, 0.207], [0.764, -0.727, -1.445], [-0.272, 2.403, -0.332], [0.834, -2.517, 1.008], [0.623, 0.472, -1.601], [0.417, 2.894, 0.246], [-1.254, 2.496, -0.077], [0.047, 0.999, -0.409], [-0.585, 0.060, 1.584], [-0.799, -2.476, 0.606], [0.251, -1.109, -0.231]],
  "forces_ev_per_a": [[-0.360, 3.616, 1.817], [0.468, 0.334, 1.014], [-0.037, -2.758, -0.210], [0.566, -2.267, -0.318], [-1.021, -0.053, -1.009], [-0.687, 2.918, 1.210], [-0.747, -0.439, 0.010], [0.594, 0.110, 0.264], [0.444, 0.780, -2.044], [-0.531, -0.816, 0.382], [0.703, -0.304, -0.158], [0.609, -1.121, -0.959]],
  "lowdin_charge": [-0.547, 0.113, 0.045, 0.107, 0.120, 0.060, 0.096, 0.093, -0.095, 0.051, 0.105, -0.149],
  "total_charge": 0,
  "homo_energy_ev": -9.89,
  "smiles": "Nn1nnn(N)c1=O"
}

{
  "formula": "CH4NO2",
  "method": "ωB97M-V/def2-TZVPD",
  "species": ["H", "C", "N", "H", "H", "O", "H", "O"],
  "coordinates": [[-1.019, -1.274, 0.718], [0.059, -1.169, 0.775], [0.515, 0.205, 0.008], [0.474, -1.035, 1.772], [0.622, -1.933, 0.243], [0.199, 1.957, -1.226], [-0.530, 2.427, -1.685], [-0.321, 0.822, -0.605]],
  "forces_ev_per_a": [[0.000, -0.050, 0.046], [0.024, 2.281, -1.440], [0.282, -0.997, 0.647], [-0.047, 0.208, -0.033], [0.021, 0.081, -0.173], [1.661, 0.547, 0.032], [-0.601, -0.655, 0.286], [-1.339, -1.415, 0.634]],
  "lowdin_charge": [0.096, 0.121, 0.197, 0.105, 0.108, 0.147, 0.169, 0.058],
  "total_charge": 1,
  "homo_energy_ev": -18.06
}

Relative energy (zero: lowest compared OMol25 entry of this formula, charge and spin)
In order: 86.1, 142.3, 41.6, 86.9, 1.8, 163.6
Unit: kcal per mole